19
Properties=species:S:1:pos:R:3:forces:R:3 method="wB97M-V/def2-TZVPD" s2=12.01 homo_lumo_gap_ev="7.10 / 7.25" e_homo_ev="-12.09 / -12.15" charge=+1 multiplicity=7 e_lumo_ev="-5.0 / -4.9"
C -0.4499 1.6710 -0.8304 -0.34 0.14 0.66
O -0.0563 0.5375 -1.5320 -0.70 -1.85 -2.31
Sm -0.5800 -0.9430 -3.4293 1.07 1.09 2.90
C 0.2854 2.9405 -1.2329 0.08 0.19 -0.10
H -1.5412 1.8403 -0.9213 0.24 0.04 0.01
H -0.2789 1.4846 0.2505 0.01 0.17 -0.21
H 0.0597 3.7594 -0.5335 0.02 -0.24 -0.18
H 1.3750 2.7890 -1.2340 -0.33 -0.03 -0.02
H -0.0326 3.2692 -2.2337 0.18 -0.10 0.19
C 0.1322 -1.8185 -0.3285 1.81 -3.34 1.17
O -0.9072 -2.1476 0.4747 -0.38 0.87 -1.14
C -0.5562 -1.9760 1.8177 0.02 0.10 0.81
C 0.7541 -1.2020 1.7408 -0.22 0.37 0.30
O 1.1778 -1.4312 0.3970 -0.50 0.55 -0.82
O 0.2735 -2.3680 -1.4236 -1.08 1.93 -0.82
F -0.3736 -3.2154 2.3769 -0.05 0.41 -0.31
H -1.3765 -1.4766 2.3427 0.22 -0.17 -0.06
H 0.5863 -0.1253 1.8667 0.13 -0.28 0.13
H 1.5085 -1.5877 2.4322 -0.17 0.11 -0.22